Entry 1:
Here is a structure of composition C33H35F5N4P2Re at a distorted geometry from OMol25. Energies are from wB97M-V/def2-TZVPD.

The geometry in XYZ format:
```
80
Properties=species:S:1:pos:R:3
Re 0.28549 0.01804 4.90505
C -0.94101 1.79714 4.36525
C -1.25391 0.79454 3.45305
C -0.73141 0.72004 2.02785
C 0.54749 -0.14146 1.88945
C 1.51249 -0.00616 3.04635
C 1.82479 1.16774 3.72395
C 1.30109 2.54754 3.36155
C 0.02289 2.94114 4.14135
C 1.65699 -1.18296 5.90125
H -1.60751 1.92124 5.21675
H -2.12671 0.18384 3.67205
H -0.55341 1.72954 1.64715
H -1.51051 0.28594 1.39275
H 0.25689 -1.19586 1.82975
H 1.05399 0.09474 0.94105
H 2.17989 -0.85456 3.18655
H 2.69769 1.14544 4.37215
H 1.12179 2.60254 2.28425
H 2.08019 3.28514 3.58075
H 0.31419 3.31874 5.12735
H -0.48471 3.77234 3.62825
H 1.56529 -1.07436 6.98675
H 2.68839 -0.95176 5.60565
H 1.45139 -2.23196 5.65075
P 1.62609 -1.20876 -3.74485
P -1.44331 -0.52926 -3.29725
N 3.04449 -0.20546 -3.56865
N 2.18709 -2.50086 -4.75405
N -1.55021 1.18474 -3.06555
N -3.09161 -0.97956 -3.65715
C 0.72569 -0.19636 -5.00835
C -0.76291 -0.56766 -5.01985
C 3.30869 0.43884 -2.36045
C 4.29409 1.37294 -2.57275
C 4.65229 1.30694 -3.95435
C 3.86969 0.34154 -4.54475
C 2.43919 -3.76546 -4.21895
C 2.95249 -4.56396 -5.20855
C 3.02589 -3.77546 -6.39775
C 2.55769 -2.52006 -6.10005
C -1.48391 1.73654 -1.78475
C -1.68201 3.09004 -1.88165
C -1.88031 3.39414 -3.26345
C -1.79931 2.21964 -3.96895
C -4.04421 -0.31726 -4.42315
C -5.07281 -1.19356 -4.68165
C -4.74481 -2.44276 -4.07035
C -3.52851 -2.28766 -3.44975
H 1.20049 -0.38476 -5.97825
H 0.83069 0.86944 -4.78635
H -1.35341 0.13334 -5.62125
H -0.88371 -1.56426 -5.45405
H 2.76119 0.16114 -1.47175
H 4.72719 2.01844 -1.82135
H 5.41619 1.88904 -4.45205
H 3.83309 -0.01746 -5.56125
H 2.21959 -3.96036 -3.17935
H 3.23669 -5.60136 -5.10095
H 3.37679 -4.09996 -7.36785
H 2.44509 -1.64896 -6.72685
H -1.29791 1.09614 -0.93505
H -1.67681 3.79084 -1.05865
H -2.05471 4.37194 -3.69155
H -1.88441 2.03324 -5.02835
H -3.90761 0.71644 -4.69875
H -5.97531 -0.96056 -5.23065
H -5.34491 -3.34186 -4.07125
H -2.92041 -2.97366 -2.87835
F -2.15761 -1.92666 5.79225
C -1.91631 -1.03276 6.78105
C -0.90671 -0.08076 6.62625
C -0.64801 0.84024 7.64805
F 0.34009 1.75494 7.48855
C -1.39871 0.81764 8.82505
F -1.14121 1.71454 9.81085
C -2.41111 -0.13246 8.98475
F -3.13801 -0.15786 10.12965
C -2.67091 -1.05926 7.96375
F -3.65031 -1.98216 8.12395
```

Values from the calculation:
HOMO energy (alpha / beta) = -13.17 / -12.78 eV
E_LUMO (alpha / beta) = -8.259 / -9.860 eV
net charge = +2
spin multiplicity = 4
ΔE to the lowest compared entry with this formula, charge and spin = 0.0 kJ/mol
HOMO-LUMO gap (alpha / beta) = 4.907 / 2.922 eV

These are the Löwdin partial charges, in e, on atoms 1 to 5:
1 Re 1.64
2 C -0.24
3 C -0.21
4 C -0.17
5 C -0.18

Entry 2:
Here is a structure of composition C33H35GeN3OPRuS2Se2 from OMol25. Energies are from wB97M-V/def2-TZVPD.

The geometry in XYZ format:
```
79
Properties=species:S:1:pos:R:3
Ru -0.25034 0.12462 -0.14483
Se -0.12193 -0.24536 2.41104
P 1.98403 -0.01459 2.01515
Se 2.24684 -0.25776 -0.11311
C 2.99971 -1.16959 2.97935
C 4.14886 -1.72004 2.42419
C 4.92590 -2.59541 3.16882
C 4.55491 -2.92312 4.46435
C 3.40024 -2.38290 5.01589
C 2.61966 -1.51124 4.27392
C 2.55361 1.63461 2.56947
C 2.06153 2.16630 3.75974
C 2.45583 3.42765 4.17545
C 3.34503 4.16870 3.40504
C 3.84241 3.63946 2.22386
C 3.44871 2.37441 1.80657
H 4.42125 -1.47783 1.40345
H 5.81530 -3.03010 2.73135
H 5.15714 -3.61329 5.04108
H 3.09997 -2.65341 6.01988
H 1.69770 -1.11948 4.68733
H 1.34270 1.60144 4.34172
H 2.06532 3.83643 5.09878
H 3.64818 5.15679 3.72745
H 4.53421 4.21398 1.62085
H 3.80924 1.96494 0.87057
N 0.38826 2.33170 -3.65091
C 0.25820 1.14666 -4.35462
C 0.36902 0.84639 -5.70759
C 0.19056 -0.47618 -6.06318
C -0.08320 -1.46744 -5.10742
C -0.19295 -1.16545 -3.76472
C -0.02772 0.16841 -3.39819
N -0.07627 0.76295 -2.14372
C 0.19198 2.03492 -2.33585
C 0.27378 2.93518 -1.20691
C 0.51905 4.27330 -1.15221
S 0.49343 4.79359 0.47518
C 0.15103 3.19525 0.97909
N 0.07413 2.33022 0.01549
H 0.65672 3.22440 -4.02212
H 0.59154 1.60555 -6.44590
H 0.27235 -0.75788 -7.10477
H -0.19953 -2.49262 -5.43310
H -0.38235 -1.90678 -2.99554
H 0.70433 4.96083 -1.96060
H 0.02401 2.92367 2.01697
C 1.97629 -3.70609 -1.09129
Ge 0.19511 -3.48442 -0.28276
C -0.94439 -4.84909 -1.15228
C 0.39430 -4.04436 1.59707
C -0.67830 -1.78185 -0.50345
H 2.20181 -4.77319 -1.16308
H 2.74114 -3.22371 -0.48529
H 2.02057 -3.27139 -2.09240
H -0.60451 -5.85869 -0.91286
H -0.92424 -4.73692 -2.23898
H -1.97907 -4.74772 -0.81948
H 0.76175 -5.07169 1.65194
H -0.56341 -3.98433 2.11555
H 1.09663 -3.38889 2.11448
H -1.75281 -1.97468 -0.65747
C -3.49032 -0.33501 -2.23339
S -3.08619 1.07797 -1.20377
O -2.42918 0.50199 0.02214
C -4.74001 1.48465 -0.66857
C -5.16044 1.08092 0.58737
C -6.44240 1.41549 1.00239
C -7.28024 2.14182 0.16981
C -6.84176 2.54742 -1.08461
C -5.56199 2.22626 -1.50632
H -4.02264 -1.06010 -1.61990
H -2.54689 -0.75299 -2.58320
H -4.09932 -0.00014 -3.07295
H -4.48090 0.52273 1.21800
H -6.78477 1.10768 1.98155
H -8.27780 2.40000 0.50013
H -7.49353 3.12196 -1.72925
H -5.20487 2.55454 -2.47589
```

Values from the calculation:
HOMO energy (alpha / beta) = -4.96 / -6.19 eV
E_LUMO (alpha / beta) = -0.021 / -0.019 eV
spin multiplicity = 2
ΔE to the lowest compared entry with this formula, charge and spin = 48.7 kJ/mol
HOMO-LUMO gap (alpha / beta) = 4.935 / 6.169 eV

These are the Löwdin partial charges, in e, on atoms 1 to 5:
1 Ru 0.48
2 Se 0.36
3 P 0.20
4 Se 0.40
5 C -0.40

Entry 3:
Here is a structure of composition C33H35I2KN11O3S at a distorted geometry from OMol25. Energies are from wB97M-V/def2-TZVPD.

The geometry in XYZ format:
```
86
Properties=species:S:1:pos:R:3
K -0.06155 0.07738 -0.15232
O 3.41909 -1.28481 3.98722
C 2.53385 -0.36835 4.42531
C 2.37363 -0.21691 5.80426
C 1.44053 0.67501 6.30818
C 0.65149 1.43172 5.44618
C 0.82616 1.29702 4.07605
C 1.76514 0.41435 3.54382
C 1.90582 0.33718 2.04495
O 1.31273 1.18323 1.31803
N 2.58768 -0.72673 1.62241
N 2.68331 -0.92575 0.24299
C 3.25636 -0.01946 -0.44106
C 3.41428 -0.05780 -1.90050
C 4.32659 0.82702 -2.47569
C 4.53286 0.88534 -3.84204
C 3.79080 0.03466 -4.65779
C 2.87115 -0.84980 -4.12325
C 2.65286 -0.92605 -2.73470
O 1.78828 -1.75885 -2.16165
H 3.31083 -1.29313 2.98861
H 2.99207 -0.82000 6.46095
H 1.32314 0.77026 7.38367
H -0.08833 2.12068 5.83888
H 0.22682 1.86759 3.37561
H 3.69980 0.84025 0.07187
H 4.88479 1.48457 -1.81243
H 5.24725 1.57852 -4.26520
H 3.93165 0.06024 -5.73301
H 2.29466 -1.49122 -4.77460
C -4.25333 0.06873 -3.81702
N -3.41646 1.24135 -3.63959
C -3.82849 2.55381 -3.83308
C -2.78070 3.34713 -3.59601
N -1.71606 2.52031 -3.24295
C -2.09368 1.19245 -3.28062
S -1.17171 -0.17379 -3.02746
C -0.40924 2.97898 -2.94066
C 0.09726 4.09486 -3.59054
C 1.38922 4.49032 -3.28697
C 2.11407 3.77734 -2.34924
C 1.49881 2.69590 -1.73780
N 0.26344 2.29328 -2.03611
H -4.85342 0.18277 -4.71931
H -4.90710 -0.07687 -2.95640
H -3.60428 -0.79498 -3.91291
H -4.84323 2.80614 -4.09291
H -2.71232 4.42129 -3.56613
H -0.49486 4.62270 -4.32432
H 1.82667 5.34431 -3.78847
H 3.12995 4.04882 -2.09086
H 1.99356 2.14044 -0.94629
C 1.88594 -3.91595 2.25340
N 0.50059 -3.64236 1.78394
C 0.48800 -3.34256 0.31051
C -0.14845 -2.53958 2.60112
C -1.61757 -2.43669 2.29882
C -2.47575 -3.27616 3.02389
C -3.84440 -3.24427 2.79287
C -4.32010 -2.37571 1.81438
C -3.42953 -1.57269 1.09933
C -2.03088 -1.53618 1.29571
H 2.32169 -4.70775 1.64785
H 1.86599 -4.20073 3.30255
H 2.45511 -2.99684 2.13487
H -0.07993 -4.46391 1.92943
H 1.23102 -2.56701 0.10390
H -0.50332 -2.99703 0.03078
H 0.73925 -4.24849 -0.23645
H 0.39013 -1.63314 2.34676
H 0.04417 -2.78497 3.64551
H -2.07852 -3.94273 3.79145
H -4.51844 -3.88445 3.35155
H -5.38693 -2.33761 1.60398
H -3.85474 -0.96736 0.29545
I 0.73968 -3.34408 -3.21006
I -0.59789 -5.69621 -4.35838
N -4.08156 1.50497 1.97775
N -3.10051 2.08382 1.18523
N -1.86301 2.19491 1.59928
C -1.31856 2.89185 0.60271
N -2.21399 3.19202 -0.35507
N -3.36051 2.65175 0.03072
H -3.76815 0.56677 2.19647
H -4.91437 1.46526 1.41058
H -0.27629 3.18166 0.61008
```

Values from the calculation:
HOMO energy = -4.79 eV
E_LUMO = 2.076 eV
net charge = -1
ΔE to the lowest compared entry with this formula, charge and spin = 210.5 kJ/mol
HOMO-LUMO gap = 6.863 eV

These are the Löwdin partial charges, in e, on atoms 1 to 5:
1 K 0.57
2 O 0.02
3 C -0.29
4 C -0.03
5 C -0.11

Entry 4:
Here is a structure of composition C33H35NO9PS3Sc at a distorted geometry from OMol25. Energies are from wB97M-V/def2-TZVPD.

The geometry in XYZ format:
```
83
Properties=species:S:1:pos:R:3
Sc 10.74156 11.32794 11.78620
C 8.75067 14.08586 14.56162
C 9.19464 13.58822 13.24390
O 10.05681 12.62538 13.21798
C 8.70242 14.17391 12.03281
C 8.00254 15.40204 12.06679
C 7.51878 15.97304 10.90111
C 7.72262 15.33621 9.67622
C 8.39993 14.12703 9.60680
C 8.88794 13.51972 10.76222
O 9.48215 12.35587 10.66107
H 9.09141 13.39148 15.33502
H 7.65277 14.19086 14.60405
H 9.16101 15.07973 14.80812
H 7.84732 15.90944 13.01802
H 6.98532 16.90761 10.97142
H 7.32977 15.81247 8.78185
H 8.56755 13.62543 8.65605
C 6.49955 6.95026 10.45041
C 7.84871 6.60235 11.02453
O 8.18173 7.57713 12.07097
P 9.43376 8.57710 11.83186
S 9.32123 9.69939 13.48750
S 9.39001 9.29219 9.99567
O 10.71996 7.58170 11.96400
C 10.69247 6.61942 13.08473
C 12.05855 6.57685 13.72993
H 6.21610 6.19611 9.70292
H 6.52155 7.93838 9.98404
H 5.70762 6.94139 11.20993
H 8.63139 6.62070 10.25227
H 7.87275 5.61908 11.50869
H 10.38606 5.65450 12.65475
H 9.90289 6.91857 13.78714
H 12.84452 6.35206 13.00700
H 12.05963 5.79124 14.49474
H 12.28207 7.51565 14.23718
O 12.23878 11.04055 13.28106
S 12.27523 10.20987 14.56102
C 11.74354 11.40322 15.86673
C 12.62114 12.60716 15.92113
C 13.53848 12.76562 16.97152
C 14.41364 13.85326 16.98476
C 14.36414 14.79943 15.95855
C 13.45292 14.64552 14.91599
C 12.58718 13.55833 14.89315
C 14.08419 10.06865 14.97622
C 14.90829 10.34565 13.77167
C 15.04876 9.36268 12.78712
C 15.76354 9.63529 11.62469
C 16.30503 10.90412 11.41746
C 16.14954 11.89144 12.38719
C 15.46316 11.61431 13.56390
H 11.73300 10.85539 16.82094
H 10.70766 11.63709 15.57048
H 13.58760 12.04730 17.78095
H 15.11856 13.97052 17.79630
H 15.03492 15.64956 15.97883
H 13.42861 15.36159 14.10464
H 11.88228 13.42642 14.07700
H 14.21584 9.02737 15.31966
H 14.33046 10.73307 15.80684
H 14.60002 8.38753 12.92363
H 15.87523 8.85629 10.88157
H 16.83974 11.13765 10.50258
H 16.56150 12.87991 12.21934
H 15.36044 12.38875 14.31863
O 12.27704 12.36052 10.78726
C 12.61639 11.20913 10.34379
O 12.08928 10.12772 10.81575
C 13.59930 11.07653 9.27494
C 14.08453 9.80560 8.94024
C 15.11397 9.66878 8.01669
C 15.60170 10.83034 7.41435
C 15.08336 12.09570 7.65292
C 14.07638 12.20650 8.60497
N 16.72020 10.70277 6.49852
O 17.22160 9.57583 6.35302
O 17.11339 11.74020 5.92868
H 13.65936 8.93902 9.43158
H 15.51688 8.69378 7.74644
H 15.47328 12.96470 7.14744
H 13.66593 13.18054 8.84717
```

Values from the calculation:
HOMO energy (alpha / beta) = -1.67 / -5.56 eV
E_LUMO (alpha / beta) = 1.308 / 1.312 eV
net charge = -1
spin multiplicity = 2
ΔE to the lowest compared entry with this formula, charge and spin = 0.0 kJ/mol
HOMO-LUMO gap (alpha / beta) = 2.977 / 6.869 eV

These are the Löwdin partial charges, in e, on atoms 1 to 5:
1 Sc 0.72
2 C 0.00
3 C -0.29
4 O -0.16
5 C -0.09

Entry 5:
Here is a cluster of 5 separate species, C33H36BF9N5O9S in total at a distorted geometry from OMol25. Energies are from wB97M-V/def2-TZVPD.

The geometry in XYZ format:
```
94
Properties=species:S:1:pos:R:3
C -1.82053 1.02081 0.14997
C -2.95078 1.90862 -0.27124
O -3.28458 2.77012 0.52169
N -3.59065 1.76827 -1.49911
C -3.00155 2.64646 -2.49357
B -3.84199 0.30002 -2.01545
C -5.20829 -0.26572 -1.28017
C -5.31117 -1.78247 -1.17398
C -5.44585 -2.50344 -2.52548
C -4.71303 -3.85381 -2.62371
C -3.72884 -3.94403 -3.75147
F -2.81149 -2.98013 -3.79110
F -4.44843 -3.83369 -4.90893
C -3.06672 -5.34620 -3.89394
F -3.98071 -6.28785 -3.64305
F -2.66476 -5.50988 -5.16445
S -1.50917 -5.66977 -2.86275
F -0.68232 -4.69981 -3.73659
F -1.15490 -6.88154 -3.81295
F -2.28105 -6.70401 -1.93863
F -1.82730 -4.56261 -1.81781
F -0.19890 -6.01570 -2.03637
H -2.23229 0.10695 0.55284
H -1.16284 0.72857 -0.65252
H -1.27435 1.49761 0.94117
H -2.55850 3.52534 -2.03590
H -3.77512 2.97579 -3.16993
H -2.23547 2.15448 -3.09408
H -4.05862 0.38772 -3.23086
H -2.89008 -0.46845 -1.88486
H -6.07217 0.10539 -1.82268
H -5.26604 0.14174 -0.27622
H -6.19398 -2.04187 -0.59528
H -4.46856 -2.14542 -0.59974
H -5.21401 -1.85378 -3.35201
H -6.49006 -2.75723 -2.61380
H -4.28752 -4.15569 -1.68201
H -5.43901 -4.60758 -2.88439
C -2.80230 6.73123 4.31315
C -2.34240 6.74717 3.00396
C -1.60938 5.68053 2.51208
C -1.35202 4.61133 3.34506
C -1.79763 4.57599 4.65088
C -2.52728 5.64799 5.13613
N -0.59123 3.46839 2.81746
O -0.18821 3.53774 1.67875
O -0.41391 2.51630 3.55016
H -3.38022 7.56359 4.69216
H -2.55977 7.58900 2.36208
H -1.25310 5.68063 1.49372
H -1.58290 3.72703 5.28128
H -2.88569 5.63568 6.15586
C 2.39253 -5.68802 -3.89488
C 3.60399 -5.35041 -4.48431
C 4.43909 -6.33569 -4.97873
C 4.03959 -7.65210 -4.87596
C 2.83981 -8.00639 -4.29147
C 2.00220 -7.01931 -3.79288
N 4.91119 -8.70697 -5.41479
O 5.97008 -8.37148 -5.90617
O 4.52552 -9.85581 -5.33984
H 1.75304 -4.90706 -3.51486
H 3.89588 -4.31591 -4.55678
H 5.38220 -6.07918 -5.43594
H 2.55273 -9.04470 -4.22518
H 1.07436 -7.27703 -3.32857
C 2.85852 0.50300 5.63004
C 3.00065 1.55756 4.73950
C 3.14659 2.84873 5.21623
C 3.15777 3.06213 6.58053
C 3.01621 2.02607 7.48284
C 2.86366 0.73806 6.99863
N 3.33377 4.43198 7.08629
O 3.43680 5.32608 6.27201
O 3.36940 4.59059 8.28909
H 2.74372 -0.50471 5.25538
H 2.99309 1.37252 3.67361
H 3.25085 3.67288 4.52800
H 3.02301 2.21621 8.54490
H 2.75027 -0.08439 7.69066
C 5.17414 6.06801 0.66101
C 5.61644 5.32435 -0.42435
C 5.18682 4.01888 -0.59346
C 4.31499 3.47970 0.33166
C 3.86809 4.20146 1.41899
C 4.30303 5.50555 1.58325
N 3.84171 2.09810 0.14456
O 4.26625 1.48902 -0.81467
O 3.05988 1.65383 0.95210
H 5.50746 7.08918 0.78739
H 6.29499 5.76245 -1.14249
H 5.52566 3.43451 -1.43469
H 3.18310 3.76528 2.13038
H 3.95861 6.08323 2.42960
```

Values from the calculation:
HOMO energy = -4.11 eV
E_LUMO = 0.887 eV
net charge = -1
HOMO-LUMO gap = 4.992 eV

These are the Löwdin partial charges, in e, on atoms 1 to 5:
1 C -0.01
2 C -0.54
3 O 0.03
4 N -0.10
5 C -0.13

- Number 4 is which compound?
  C33H35NO9PS3Sc